{
  "formula": "C21H42N7P2Pd",
  "method": "wB97M-V/def2-TZVPD",
  "elements": ["Pd", "C", "P", "C", "C", "C", "C", "C", "C", "C", "P", "C", "C", "H", "H", "H", "H", "H", "H", "H", "H", "H", "H", "H", "H", "H", "H", "H", "H", "N", "C", "C", "C", "N", "C", "C", "N", "C", "H", "H", "H", "H", "H", "H", "H", "H", "H", "H", "H", "H", "H", "H", "H", "H", "C", "C", "C", "C", "N", "C", "N", "N", "N", "H", "H", "H", "H", "H", "H", "H", "H", "H", "H"],
  "xyz": [[0.433851, 0.471896, 0.403646], [4.015649, 1.318492, 0.225779], [2.658447, 0.097654, 0.041017], [3.336884, -0.894279, -1.341635], [2.947606, -0.976843, 1.512264], [3.940047, -1.954021, 1.513233], [4.136860, -2.787808, 2.603798], [3.338713, -2.645421, 3.725624], [2.352787, -1.670025, 3.745615], [2.134374, -0.831278, 2.653760], [0.775184, 0.428619, 2.672545], [1.605748, 1.857171, 3.468348], [-0.265918, -0.110784, 4.084305], [4.988443, 0.837955, 0.343718], [3.826121, 1.954033, 1.089704], [4.037537, 1.950146, -0.664151], [4.386647, -1.163954, -1.217596], [3.240489, -0.293875, -2.247223], [2.743798, -1.798694, -1.483837], [4.577833, -2.077969, 0.647666], [4.911346, -3.543046, 2.573724], [3.480776, -3.288593, 4.584263], [1.740916, -1.570415, 4.631219], [2.097031, 1.569933, 4.399770], [0.849593, 2.614679, 3.681682], [2.340343, 2.292416, 2.793597], [0.277303, -0.154915, 5.029306], [-0.724396, -1.078691, 3.883323], [-1.065908, 0.624351, 4.181375], [-3.329920, 5.885386, -1.636224], [-2.485284, 4.632336, -1.466019], [-3.212342, 3.450746, -2.072134], [-2.418588, 2.186225, -1.707538], [-2.543822, 1.998190, -0.264932], [-0.964877, 2.330191, -2.171754], [-0.247612, 3.634008, -1.797320], [0.081892, 3.660254, -0.376688], [-1.133055, 4.848259, -2.111073], [-4.242365, 5.770970, -1.191941], [-3.484810, 6.082916, -2.626923], [-2.868961, 6.696872, -1.221552], [-2.372177, 4.478367, -0.391686], [-3.283142, 3.561406, -3.160323], [-4.225595, 3.365276, -1.667175], [-2.841464, 1.347416, -2.271387], [-3.385444, 1.475828, -0.050823], [-1.767685, 1.448485, 0.100176], [-0.951947, 2.233848, -3.260455], [-0.380163, 1.481565, -1.789880], [0.641789, 3.701793, -2.437069], [0.768708, 4.378359, -0.174129], [0.509280, 2.764887, -0.131735], [-1.246573, 4.956603, -3.195981], [-0.652548, 5.754187, -1.727309], [-2.362359, -5.146024, 0.299017], [-1.607415, -5.483621, -0.982335], [-2.481584, -5.277431, -2.214044], [-0.290534, -4.713869, -1.088738], [-0.475730, -3.269542, -1.182639], [-0.657554, -2.350786, -0.230013], [-0.786050, -1.180126, -0.806846], [-0.700656, -1.400742, -2.136074], [-0.516559, -2.644063, -2.370669], [-3.229370, -5.796347, 0.411838], [-2.732653, -4.118111, 0.279987], [-1.736451, -5.269958, 1.185469], [-1.310843, -6.536234, -0.938764], [-2.791206, -4.234409, -2.306139], [-3.383086, -5.885910, -2.144434], [-1.957746, -5.549675, -3.130887], [0.258312, -4.998550, -1.984887], [0.342955, -4.899729, -0.220761], [-0.662848, -2.545996, 0.827941]],
  "atomic_forces_ev_per_a": [[0.0, -0.3, 0.1], [0.0, 0.0, 0.0], [0.0, 0.0, -0.1], [0.0, 0.0, 0.0], [0.0, 0.0, 0.0], [0.0, 0.0, 0.0], [0.0, 0.0, 0.0], [0.0, 0.0, 0.0], [0.0, 0.0, 0.0], [-0.1, 0.0, 0.1], [0.0, -0.1, -0.3], [-0.1, 0.0, 0.1], [0.0, 0.0, 0.0], [0.0, 0.0, 0.0], [0.0, 0.0, 0.0], [0.0, 0.0, 0.0], [0.0, 0.0, 0.0], [0.0, 0.0, 0.0], [0.0, 0.0, 0.0], [0.0, 0.0, 0.0], [0.0, 0.0, 0.0], [0.0, 0.0, 0.0], [0.0, 0.0, 0.0], [0.0, 0.0, 0.0], [0.0, 0.0, 0.0], [0.0, 0.0, 0.0], [0.0, 0.0, 0.0], [0.0, 0.0, 0.0], [0.0, 0.0, 0.0], [0.0, 0.1, 0.0], [0.0, 0.0, 0.0], [0.0, 0.0, 0.0], [0.0, 0.0, -0.1], [0.0, 0.0, 0.0], [0.0, 0.0, 0.1], [0.0, 0.0, -0.1], [0.0, 0.0, -0.1], [0.0, 0.0, 0.0], [0.0, 0.0, 0.0], [0.0, 0.0, 0.0], [0.0, 0.0, 0.0], [0.0, 0.0, 0.0], [0.0, 0.0, 0.0], [0.0, 0.0, 0.0], [0.0, 0.0, 0.0], [0.0, 0.0, 0.0], [0.0, 0.0, 0.1], [0.0, 0.0, 0.0], [0.0, 0.0, 0.0], [0.0, 0.0, 0.0], [0.0, 0.0, 0.0], [0.0, 0.0, 0.3], [0.0, 0.0, 0.0], [0.0, 0.0, 0.0], [0.0, 0.0, 0.0], [0.0, 0.0, 0.0], [0.0, 0.0, 0.0], [0.0, 0.0, 0.0], [-0.1, 0.1, 0.0], [0.1, -0.1, -0.1], [-0.1, 0.4, 0.1], [0.0, 0.0, 0.0], [0.0, -0.1, 0.0], [0.0, 0.0, 0.0], [0.0, 0.0, 0.0], [0.0, 0.0, 0.0], [0.0, 0.0, 0.0], [0.0, 0.0, 0.0], [0.0, 0.0, 0.0], [0.0, 0.0, 0.0], [0.0, 0.0, 0.0], [0.0, 0.0, 0.0], [0.0, 0.0, 0.0]],
  "e_tot_ev": -54941.453,
  "relative_energy_ev": 0.905,
  "multiplicity": 1,
  "total_charge": 1,
  "homo_lumo_gap_ev": 5.5
}